(1)
{"formula": "C10H15N3", "method": "ωB97M-V with the def2-TZVPD basis set", "symbols": ["C", "C", "C", "C", "C", "N", "C", "C", "N", "H", "H", "H", "H", "H", "H", "H", "H", "H", "H", "H", "H", "C", "C", "C", "N", "H", "H", "H"], "xyz": [[2.9749, 1.4047, -1.3140], [2.1945, 1.0299, 0.0225], [2.2373, -0.3725, 0.5097], [1.3783, -1.3476, -0.3794], [0.4309, -2.2892, 0.4995], [-0.4379, -1.5556, 1.3835], [-1.7054, -1.5016, 1.2584], [-2.3514, -2.0318, 0.1120], [-2.6132, -2.3970, -0.9436], [4.0019, 1.7325, -1.0462], [2.9109, 0.5165, -1.9808], [2.6232, 2.2899, -1.8471], [1.1491, 1.2758, 0.0881], [2.6916, 1.5820, 0.7632], [2.0340, -0.5942, 1.5674], [3.3354, -0.7748, 0.5215], [2.0192, -2.0006, -0.8979], [0.9163, -0.6743, -1.1132], [1.2204, -2.8212, 1.1668], [0.0091, -2.9259, -0.3006], [-2.3190, -0.9339, 1.9134], [-3.2743, 2.0833, 1.5836], [-3.0204, 1.7397, 0.3106], [-3.2687, 1.5638, -0.9420], [-3.0043, 1.1988, -2.0683], [-4.1658, 2.5471, 1.9121], [-2.3838, 2.0122, 2.1505], [-3.5826, 1.2438, -2.9298]], "e_above_lowest_kj_mol": 560.58, "homo_lumo_gap_ev": 8.58, "largest_force_ha_per_bohr": 0.084, "lumo_ev": -0.146, "e_tot_ev": -15078.10130}

***

(2)
{"formula": "C29H43BiBrF4N2PSSi4Te", "method": "ωB97M-V with the def2-TZVPD basis set", "symbols": ["Bi", "F", "C", "C", "F", "C", "F", "C", "P", "C", "C", "C", "C", "C", "C", "C", "C", "C", "C", "C", "C", "C", "Br", "C", "F", "H", "H", "H", "H", "H", "H", "H", "H", "H", "H", "C", "N", "C", "N", "S", "H", "H", "H", "H", "H", "H", "C", "Si", "C", "C", "Si", "Te", "Si", "C", "C", "C", "Si", "C", "C", "C", "H", "H", "H", "H", "H", "H", "H", "H", "H", "H", "H", "H", "H", "H", "H", "H", "H", "H", "H", "H", "H", "H", "H", "H", "H", "H", "H"], "xyz": [[-1.1689, 0.1458, -1.2149], [0.9189, 4.1056, 5.8831], [0.4867, 3.7071, 4.7045], [-0.2667, 4.5632, 3.9215], [-0.5461, 5.7789, 4.3560], [-0.7173, 4.1391, 2.6859], [-1.4304, 4.9890, 1.9537], [-0.4208, 2.8710, 2.2008], [-1.0919, 2.3378, 0.5888], [-2.8615, 2.7236, 0.7661], [-3.5100, 3.7822, 0.1367], [-4.8678, 3.9759, 0.3467], [-5.5776, 3.1281, 1.1859], [-4.9291, 2.0850, 1.8330], [-3.5744, 1.8811, 1.6230], [-0.3804, 3.5010, -0.6070], [-0.9631, 3.6204, -1.8742], [-0.4051, 4.4673, -2.8200], [0.7472, 5.1799, -2.5184], [1.3457, 5.0418, -1.2743], [0.7875, 4.2036, -0.3202], [0.3455, 2.0214, 3.0067], [0.8173, 0.3044, 2.3959], [0.7928, 2.4356, 4.2455], [1.5196, 1.6340, 5.0116], [-2.9626, 4.4722, -0.4908], [-5.3698, 4.8042, -0.1361], [-6.6363, 3.2881, 1.3439], [-5.4733, 1.4365, 2.5078], [-3.0623, 1.0733, 2.1344], [-1.8709, 3.0778, -2.1146], [-0.8735, 4.5740, -3.7898], [1.1769, 5.8472, -3.2545], [2.2503, 5.5882, -1.0428], [1.2640, 4.1005, 0.6464], [-3.2682, -4.9554, -0.9043], [-3.4476, -3.5218, -0.7081], [-2.7779, -2.7525, 0.1331], [-1.8005, -3.2407, 0.8772], [-3.1558, -1.0622, 0.2089], [-3.5070, -5.1940, -1.9370], [-3.9210, -5.5352, -0.2513], [-2.2312, -5.2362, -0.7285], [-4.2350, -3.0786, -1.1550], [-1.5810, -4.2222, 0.9217], [-1.3609, -2.6317, 1.5477], [2.9942, -7.6803, 1.3777], [1.7674, -6.2867, 1.1272], [1.6343, -5.1589, 2.6158], [0.0850, -7.0073, 0.7143], [2.7402, -5.1577, -0.7123], [0.8945, -1.4225, -0.8130], [4.8879, -4.2057, -0.3310], [4.9871, -3.7467, 1.4740], [5.1184, -2.7337, -1.4491], [5.9693, -5.6708, -0.7701], [2.1335, -5.7419, -2.9292], [2.8252, -7.4784, -3.0569], [2.9582, -4.5377, -4.0913], [0.2848, -5.7174, -3.2050], [2.6426, -8.3440, 2.1722], [3.9800, -7.3079, 1.6676], [3.1119, -8.2850, 0.4739], [0.8830, -5.5366, 3.3139], [1.3639, -4.1348, 2.3427], [2.5837, -5.1104, 3.1539], [-0.1327, -7.8164, 1.4167], [0.0541, -7.4294, -0.2931], [-0.7227, -6.2763, 0.8056], [4.2335, -2.9973, 1.7305], [5.9682, -3.3219, 1.7039], [4.8438, -4.6140, 2.1233], [4.3688, -1.9656, -1.2411], [5.0387, -3.0091, -2.5027], [6.1062, -2.2919, -1.2937], [5.6970, -6.5660, -0.2039], [7.0145, -5.4447, -0.5409], [5.9089, -5.9120, -1.8345], [3.8821, -7.5225, -2.7786], [2.7434, -7.8314, -4.0886], [2.2788, -8.1808, -2.4221], [4.0442, -4.6626, -4.1034], [2.7377, -3.5039, -3.8122], [2.5993, -4.6928, -5.1121], [-0.2375, -6.4506, -2.5845], [0.0764, -5.9603, -4.2505], [-0.1276, -4.7242, -3.0056]], "e_above_lowest_kj_mol": 205.96, "charge": 2, "homo_lumo_gap_ev": 5.80, "largest_force_ha_per_bohr": 0.014, "lumo_ev": -6.923, "e_tot_ev": -179419.57586}